# 1
Formula: C45H113Cl6O32P5
Source: OMol25
Level of theory: ωB97M-V/def2-TZVPD

Results
- electronic energy (Ha) = -8658.0774
- multiplicity = 1
- total charge = 0
- M (g/mol) = 1533.95
- SMILES = COP(=O)(OC)OC.COP(=O)(OC)OC.COP(=O)(OC)OC.COP(=O)(OC)OC.COP(=O)(OC)OC.COCCOCCOC.COCCOCCOC.COCCOCCOC.COCCOCCOC.ClCCCl.ClCCCl.ClCCCl

Cartesian coordinates (Å):
1 Cl 2.34 2.86 -19.37
2 C 4.06 2.91 -19.81
3 C 4.71 4.25 -19.68
4 Cl 4.64 4.81 -17.93
5 H 4.16 2.63 -20.86
6 H 4.69 2.26 -19.22
7 H 4.18 5.01 -20.25
8 H 5.76 4.32 -19.97
9 Cl 11.07 7.00 -21.35
10 C 9.88 7.72 -20.25
11 C 9.11 6.71 -19.47
12 Cl 8.18 5.59 -20.42
13 H 9.22 8.33 -20.87
14 H 10.50 8.36 -19.63
15 H 8.30 7.17 -18.91
16 H 9.73 6.22 -18.72
17 Cl 2.06 4.47 -22.64
18 C 0.59 5.37 -22.22
19 C 0.50 5.65 -20.69
20 Cl 1.76 6.83 -20.08
21 H -0.29 4.80 -22.51
22 H 0.64 6.32 -22.75
23 H 0.48 4.67 -20.21
24 H -0.47 6.08 -20.42
25 C 1.46 -3.64 -19.44
26 O 1.79 -2.24 -19.14
27 P 2.39 -1.95 -17.63
28 O 1.99 -2.94 -16.59
29 O 4.02 -1.91 -17.83
30 C 4.55 -0.92 -18.74
31 O 2.00 -0.38 -17.44
32 C 0.59 -0.05 -17.69
33 H 1.75 -3.91 -20.45
34 H 0.38 -3.50 -19.50
35 H 1.88 -4.42 -18.80
36 H 5.15 -1.45 -19.48
37 H 5.15 -0.19 -18.20
38 H 3.80 -0.32 -19.25
39 H 0.17 0.67 -16.98
40 H -0.06 -0.92 -17.62
41 H 0.50 0.38 -18.68
42 C 7.35 1.37 -25.03
43 O 6.69 1.57 -23.77
44 P 6.86 0.52 -22.52
45 O 5.85 0.73 -21.46
46 O 6.78 -0.94 -23.23
47 C 5.59 -1.43 -23.82
48 O 8.47 0.56 -22.04
49 C 9.59 0.04 -22.75
50 H 7.87 0.42 -25.16
51 H 8.07 2.16 -25.25
52 H 6.59 1.45 -25.81
53 H 5.31 -2.45 -23.57
54 H 5.77 -1.31 -24.89
55 H 4.74 -0.76 -23.68
56 H 9.29 -0.39 -23.71
57 H 9.95 -0.74 -22.08
58 H 10.41 0.76 -22.87
59 C 8.17 4.01 -16.77
60 O 8.24 2.88 -15.92
61 P 7.76 1.48 -16.45
62 O 7.99 0.29 -15.54
63 O 6.25 1.80 -16.84
64 C 5.22 1.87 -15.84
65 O 8.50 1.34 -17.90
66 C 8.27 0.33 -18.89
67 H 7.70 4.81 -16.21
68 H 7.54 3.86 -17.65
69 H 9.17 4.34 -17.06
70 H 4.61 0.98 -15.94
71 H 4.55 2.70 -16.09
72 H 5.58 1.84 -14.81
73 H 8.04 -0.66 -18.49
74 H 9.16 0.15 -19.49
75 H 7.58 0.64 -19.67
76 C 6.48 7.81 -17.02
77 O 7.49 7.26 -16.27
78 P 8.92 8.15 -16.18
79 O 9.41 8.83 -17.42
80 O 8.64 9.05 -14.91
81 C 8.16 8.49 -13.67
82 O 9.88 7.05 -15.47
83 C 11.24 7.36 -15.04
84 H 6.70 8.78 -17.47
85 H 5.59 7.83 -16.40
86 H 6.26 7.12 -17.83
87 H 8.63 9.01 -12.83
88 H 8.21 7.41 -13.55
89 H 7.12 8.83 -13.61
90 H 11.44 8.42 -15.17
91 H 11.98 6.90 -15.71
92 H 11.49 7.01 -14.04
93 C -0.04 -4.01 -24.21
94 O 0.08 -2.57 -24.00
95 P 1.45 -1.73 -24.28
96 O 2.74 -2.44 -24.08
97 O 1.19 -1.18 -25.79
98 C -0.06 -0.64 -26.30
99 O 1.22 -0.40 -23.34
100 C 1.80 -0.24 -22.06
101 H -0.21 -4.49 -23.25
102 H 0.93 -4.42 -24.48
103 H -0.81 -4.30 -24.93
104 H -0.12 0.45 -26.29
105 H -0.94 -0.95 -25.74
106 H -0.13 -1.09 -27.29
107 H 2.18 -1.17 -21.63
108 H 0.98 0.00 -21.38
109 H 2.56 0.54 -22.08
110 C 8.41 6.28 -29.95
111 O 7.26 6.64 -29.25
112 C 7.35 6.54 -27.82
113 C 7.38 5.03 -27.34
114 O 6.12 4.32 -27.47
115 C 4.97 4.79 -26.72
116 C 5.03 4.72 -25.19
117 O 5.92 5.60 -24.61
118 C 6.19 5.31 -23.23
119 H 9.31 6.86 -29.75
120 H 8.20 6.27 -31.02
121 H 8.74 5.26 -29.76
122 H 6.44 6.99 -27.45
123 H 8.16 7.10 -27.35
124 H 7.69 4.95 -26.30
125 H 8.10 4.48 -27.95
126 H 4.11 4.21 -27.06
127 H 4.62 5.80 -26.94
128 H 5.32 3.69 -24.99
129 H 4.05 4.81 -24.74
130 H 5.37 4.90 -22.63
131 H 6.47 6.27 -22.81
132 H 7.07 4.68 -23.07
133 C 5.78 10.75 -22.60
134 O 5.54 10.04 -21.35
135 C 5.38 8.60 -21.40
136 C 4.24 8.09 -22.34
137 O 4.50 8.32 -23.76
138 C 3.38 8.25 -24.59
139 C 3.83 8.83 -25.94
140 O 2.72 8.67 -26.78
141 C 3.04 8.90 -28.18
142 H 6.66 10.37 -23.12
143 H 5.92 11.81 -22.43
144 H 5.01 10.64 -23.36
145 H 5.15 8.31 -20.38
146 H 6.37 8.17 -21.56
147 H 3.29 8.58 -22.09
148 H 4.11 7.02 -22.18
149 H 2.61 8.93 -24.22
150 H 3.07 7.21 -24.72
151 H 4.79 8.42 -26.25
152 H 4.09 9.88 -25.82
153 H 3.72 8.12 -28.52
154 H 3.54 9.86 -28.28
155 H 2.14 8.96 -28.80
156 C 5.33 5.96 -5.77
157 O 4.86 6.25 -7.09
158 C 5.49 7.37 -7.71
159 C 4.84 7.74 -9.09
160 O 4.98 6.60 -9.93
161 C 4.77 6.95 -11.29
162 C 4.84 5.61 -12.16
163 O 4.82 5.98 -13.49
164 C 4.95 4.87 -14.38
165 H 6.42 5.95 -5.76
166 H 4.96 4.98 -5.47
167 H 5.03 6.63 -4.97
168 H 6.54 7.11 -7.86
169 H 5.39 8.29 -7.13
170 H 5.25 8.68 -9.46
171 H 3.78 7.97 -8.94
172 H 5.53 7.57 -11.76
173 H 3.78 7.35 -11.50
174 H 3.97 4.97 -11.99
175 H 5.74 5.07 -11.86
176 H 4.12 4.17 -14.30
177 H 5.82 4.25 -14.16
178 H 5.15 5.16 -15.41
179 C -1.97 4.62 -18.04
180 O -0.92 3.82 -17.52
181 C -0.05 4.48 -16.63
182 C 1.06 3.53 -15.98
183 O 0.52 2.72 -14.96
184 C 1.39 1.72 -14.40
185 C 0.94 1.40 -12.95
186 O 1.29 2.42 -11.97
187 C 2.66 2.47 -11.59
188 H -1.62 5.34 -18.78
189 H -2.52 5.14 -17.26
190 H -2.72 4.03 -18.56
191 H -0.69 4.96 -15.89
192 H 0.44 5.19 -17.30
193 H 1.89 4.16 -15.66
194 H 1.44 2.85 -16.74
195 H 2.44 2.02 -14.37
196 H 1.35 0.85 -15.06
197 H 1.26 0.38 -12.70
198 H -0.14 1.27 -12.96
199 H 2.82 3.22 -10.82
200 H 3.37 2.67 -12.40
201 H 2.97 1.54 -11.13

These are the Mulliken partial charges, in e, on atoms 1 to 99:
1 Cl 0.2081
2 C 0.0199
3 C 0.0451
4 Cl 0.0693
5 H 0.2603
6 H -0.3188
7 H -0.0176
8 H -0.1341
9 Cl -0.2300
10 C -0.3798
11 C -0.0322
12 Cl 0.0355
13 H 0.2148
14 H 0.3276
15 H -0.5585
16 H 0.4859
17 Cl -0.0816
18 C -0.7447
19 C -0.2052
20 Cl -0.1583
21 H 0.4354
22 H 0.2977
23 H -0.0165
24 H 0.4466
25 C -0.8288
26 O -0.0080
27 P 0.3307
28 O -0.7764
29 O -0.4767
30 C 0.1361
31 O 0.5233
32 C -0.6070
33 H 0.2090
34 H 0.3265
35 H 0.3491
36 H 0.2498
37 H -0.2071
38 H 0.0808
39 H 0.2423
40 H 0.4750
41 H -0.0223
42 C -0.8805
43 O 0.1673
44 P -0.3428
45 O 0.3181
46 O -0.3420
47 C -0.6075
48 O -0.1688
49 C -0.7919
50 H 0.4332
51 H 0.2865
52 H 0.2861
53 H 0.3259
54 H 0.3455
55 H 0.1076
56 H 0.2880
57 H 0.3100
58 H 0.2855
59 C 0.1517
60 O -0.3588
61 P 0.6752
62 O -0.7986
63 O 0.1684
64 C -0.7757
65 O -0.2928
66 C -0.3751
67 H -0.2254
68 H -0.0024
69 H 0.2471
70 H 0.3200
71 H -0.1189
72 H 0.6045
73 H 0.3729
74 H 0.2353
75 H -0.0015
76 C -0.7125
77 O 0.7663
78 P 0.3749
79 O -0.6822
80 O -0.3309
81 C -0.7808
82 O -0.1775
83 C -0.8885
84 H 0.5095
85 H 0.3832
86 H -0.2413
87 H 0.4122
88 H 0.2872
89 H 0.2938
90 H 0.3523
91 H 0.3084
92 H 0.2617
93 C -0.7120
94 O -0.3158
95 P 1.1030
96 O -0.6561
97 O -0.4094
98 C -0.6725
99 O -0.2701



# 2
Formula: C7H17NO
Source: OMol25
Level of theory: ωB97M-V/def2-TZVPD

Results
- electronic energy (Ha) = -406.7781
- ΔE to the lowest compared entry with this formula, charge and spin (eV) = 4.142
- multiplicity = 1
- total charge = 0
- M (g/mol) = 131.22
- SMILES = CCN(C)C(C)=O.CC

Cartesian coordinates (Å):
1 C 0.93 -0.34 0.76
2 C 1.18 -0.39 2.33
3 C 2.43 -2.52 0.14
4 C -0.15 -0.82 -1.92
5 C 0.71 -1.89 -1.28
6 O 1.28 -2.78 -1.90
7 N 1.14 -1.66 0.03
8 H -0.21 -0.23 0.80
9 H 1.42 0.47 0.23
10 H 1.01 -1.42 2.60
11 H 0.48 0.46 2.54
12 H 3.07 -2.50 -0.78
13 H -0.71 -0.24 -1.19
14 H 2.40 -0.50 2.24
15 H 2.67 -2.14 1.33
16 H 2.11 -3.57 0.11
17 H 0.31 -0.31 -2.75
18 H -1.02 -1.40 -2.28
19 C -1.85 2.39 0.37
20 C -2.90 3.05 -0.59
21 H -2.02 1.31 0.24
22 H -0.87 2.59 0.01
23 H -2.21 2.62 1.35
24 H -2.93 4.07 -0.22
25 H -3.90 2.59 -0.61
26 H -2.38 3.17 -1.55

Formally, the natural (NBO) partial charges of the atoms, in units of the elementary charge, are as follows:
1 C -0.2029
2 C -0.6553
3 C -0.4294
4 C -0.7296
5 C 0.6791
6 O -0.6273
7 N -0.4712
8 H 0.1950
9 H 0.1924
10 H 0.2257
11 H 0.2519
12 H 0.2384
13 H 0.2226
14 H 0.2174
15 H 0.1817
16 H 0.2216
17 H 0.2491
18 H 0.2391
19 C -0.6141
20 C -0.6075
21 H 0.1894
22 H 0.2117
23 H 0.2095
24 H 0.1990
25 H 0.2111
26 H 0.2026



# 3
Formula: C37H43I2IrN5OSi2
Source: OMol25
Level of theory: ωB97M-V/def2-TZVPD

Results
- electronic energy (Ha) = -3063.4994
- ΔE to the lowest compared entry with this formula, charge and spin (eV) = 0.141
- multiplicity = 2
- total charge = 0
- M (g/mol) = 1075.98

Cartesian coordinates (Å):
1 Ir 0.33 0.40 0.16
2 I -7.53 1.59 -1.35
3 C -5.48 1.57 -0.97
4 C -4.89 2.59 -0.24
5 C -3.53 2.55 0.00
6 I -2.60 4.06 1.09
7 C -2.70 1.53 -0.50
8 O -1.40 1.59 -0.27
9 C -3.32 0.52 -1.26
10 C -2.49 -0.55 -1.89
11 N -1.57 -1.15 -0.94
12 C -1.06 -2.41 -1.43
13 C 0.07 -2.93 -0.58
14 C 0.36 -4.29 -0.60
15 C 1.46 -4.76 0.10
16 C 2.22 -3.85 0.81
17 C 1.85 -2.52 0.80
18 N 0.80 -2.05 0.12
19 C -4.70 0.54 -1.48
20 H -5.49 3.41 0.14
21 H -1.90 -0.14 -2.72
22 H -3.17 -1.31 -2.32
23 H -2.07 -1.33 -0.08
24 H -0.68 -2.25 -2.44
25 H -1.84 -3.18 -1.50
26 H -0.28 -4.97 -1.16
27 H 1.71 -5.81 0.09
28 H 3.10 -4.16 1.36
29 H 2.41 -1.79 1.37
30 H -5.16 -0.24 -2.07
31 C -2.41 -0.41 2.21
32 Si -0.84 -0.31 3.21
33 C -0.61 -2.00 3.98
34 C -1.15 0.97 4.53
35 N 0.54 0.06 2.16
36 C 1.78 0.25 2.62
37 C 2.17 0.15 3.99
38 C 3.46 0.39 4.37
39 C 4.45 0.74 3.40
40 C 4.11 0.78 2.08
41 C 2.78 0.49 1.65
42 N 2.41 0.38 0.39
43 Si 3.45 0.24 -1.03
44 C 4.78 -1.06 -0.78
45 C 2.36 -0.38 -2.44
46 C 4.25 1.83 -1.56
47 H -3.26 -0.16 2.84
48 H -2.58 -1.42 1.82
49 H -2.40 0.29 1.38
50 H -1.52 -2.29 4.52
51 H 0.22 -2.04 4.69
52 H -0.42 -2.75 3.21
53 H -1.81 0.55 5.29
54 H -1.63 1.86 4.11
55 H -0.23 1.29 5.03
56 H 1.43 -0.11 4.73
57 H 3.73 0.31 5.41
58 H 5.46 0.96 3.72
59 H 4.85 1.05 1.34
60 H 4.36 -2.07 -0.81
61 H 5.30 -0.95 0.18
62 H 5.53 -0.99 -1.57
63 H 1.31 -0.41 -2.14
64 H 2.63 -1.40 -2.73
65 H 2.44 0.26 -3.31
66 H 4.83 2.30 -0.76
67 H 3.50 2.54 -1.90
68 H 4.93 1.64 -2.39
69 C 2.71 4.28 3.42
70 C 3.30 4.35 2.17
71 C 2.70 3.76 1.07
72 C 1.50 3.05 1.20
73 C 0.91 3.00 2.46
74 C 1.50 3.61 3.56
75 N 0.92 2.40 0.11
76 C 0.71 3.08 -1.08
77 C 0.73 4.48 -1.16
78 C 0.46 5.13 -2.36
79 C 0.12 4.42 -3.50
80 C 0.08 3.04 -3.44
81 C 0.38 2.38 -2.25
82 H 3.17 4.75 4.28
83 H 4.24 4.87 2.04
84 H 3.17 3.81 0.10
85 H -0.05 2.50 2.55
86 H 1.00 3.58 4.52
87 H 0.93 5.06 -0.27
88 H 0.49 6.21 -2.39
89 H -0.11 4.94 -4.42
90 H -0.20 2.47 -4.31
91 H 0.35 1.30 -2.21

Formally, the Mulliken partial charges of the atoms, in units of the elementary charge, are as follows:
1 Ir 2.5550
2 I 0.0417
3 C -0.5066
4 C -0.3761
5 C 0.2740
6 I 0.0071
7 C -1.9311
8 O 0.5006
9 C 1.0205
10 C -1.1038
11 N 0.0533
12 C -1.2182
13 C 0.7730
14 C -1.0307
15 C -0.5629
16 C -1.0463
17 C -0.7503
18 N 0.3519
19 C -0.7659
20 H 0.4161
21 H 0.4524
22 H 0.4615
23 H -0.3488
24 H 0.3321
25 H 0.5481
26 H 0.5196
27 H 0.4436
28 H 0.5342
29 H 0.5391
30 H 0.4286
31 C -0.3716
32 Si 0.1757
33 C -1.2190
34 C -1.2241
35 N 0.5658
36 C 0.7168
37 C -1.0621
38 C -1.1920
39 C -1.2294
40 C -0.6761
41 C 1.1195
42 N 0.3146
43 Si 0.6139
44 C -1.3551
45 C -0.6703
46 C -1.1947
47 H 0.5756
48 H 0.3340
49 H -0.5752
50 H 0.4266
51 H 0.3531
52 H 0.2787
53 H 0.4911
54 H 0.3234
55 H 0.3329
56 H 0.3640
57 H 0.4235
58 H 0.4191
59 H 0.3954
60 H 0.3058
61 H 0.3749
62 H 0.4341
63 H -0.3242
64 H 0.4204
65 H 0.3966
66 H 0.3203
67 H 0.1806
68 H 0.4811
69 C -0.8817
70 C -1.0382
71 C 0.1532
72 C -0.9503
73 C 0.2238
74 C -0.7012
75 N 1.0487
76 C 0.4099
77 C -0.0212
78 C -0.7978
79 C -0.7664
80 C -1.3824
81 C 0.2694
82 H 0.4198
83 H 0.4217
84 H 0.6687
85 H 0.2928
86 H 0.4549
87 H 0.4319
88 H 0.4064
89 H 0.3903
90 H 0.4354
91 H -0.1426